1.
Formula: C20H61F8N4O24S4Y
Source: the OMol25 dataset
Level of theory: the ωB97M-V functional and the def2-TZVPD basis

Computed properties:
Total charge: +1
E_HOMO (spin up / spin down) (hartree): -0.41013 / -0.41013
Lowest unoccupied orbital energy (spin up / spin down) (eV): -4.38 / -7.87
<S²>: 0.75
Multiplicity: 2
Kohn-Sham gap (spin up / spin down) (eV): 6.777 / 3.294

Geometry (Å):
Y1 3.39 -0.21 -1.82
C1 5.06 -3.41 1.60
F1 6.07 -3.65 0.76
F2 4.93 -4.48 2.32
F3 5.37 -2.44 2.48
S1 3.44 -3.05 0.67
O1 3.06 -4.27 -0.05
O2 2.51 -2.79 1.78
O3 3.70 -1.91 -0.22
C2 4.47 -4.50 -3.90
F4 5.27 -4.37 -2.84
F5 4.96 -3.91 -5.05
F6 4.20 -5.81 -3.99
S2 2.91 -3.66 -3.38
O4 3.31 -2.39 -2.75
O5 2.17 -3.37 -4.67
O6 2.13 -4.51 -2.46
N1 1.31 -0.14 -1.04
S3 0.08 -1.04 -0.60
O7 -1.25 -0.99 -1.23
O8 0.08 -1.49 0.79
F7 0.71 -2.30 -1.35
S4 0.18 1.21 -0.91
O9 -0.49 1.66 0.32
O10 -0.34 1.67 -2.17
F8 1.50 2.15 -0.86
O11 4.08 1.14 0.01
H1 3.70 1.98 0.25
H2 4.63 0.90 0.76
O12 0.50 -4.43 0.72
H3 -0.39 -4.33 1.05
H4 1.00 -3.74 1.16
O13 2.05 -0.34 -3.73
H5 1.94 0.34 -4.40
H6 1.25 -0.85 -3.78
O14 0.99 4.43 -2.76
H7 0.25 4.91 -2.38
H8 0.58 3.75 -3.30
O15 3.76 1.92 -2.75
H9 3.55 1.97 -3.68
H10 4.11 2.79 -2.54
C3 -0.25 -2.31 -6.64
C4 -0.51 -1.30 -5.49
O16 -0.20 -1.78 -4.18
O17 1.13 -2.32 -6.85
H11 -0.74 -1.90 -7.52
H12 -0.55 -3.34 -6.46
H13 -1.58 -1.16 -5.39
H14 0.02 -0.37 -5.71
H15 -0.69 -2.57 -3.95
H16 1.54 -2.64 -6.05
C5 -2.64 4.70 -0.78
C6 -3.49 3.51 -1.28
O18 -4.63 4.00 -1.99
O19 -1.90 5.29 -1.79
H17 -2.05 4.38 0.08
H18 -3.23 5.51 -0.36
H19 -3.90 2.93 -0.45
H20 -2.92 2.79 -1.87
H21 -4.28 4.54 -2.71
H22 -2.40 5.78 -2.44
C7 -4.37 -2.04 -3.59
C8 -3.77 -0.67 -3.33
O20 -4.12 -0.18 -2.09
O21 -5.77 -2.18 -3.75
H23 -4.03 -2.67 -2.76
H24 -3.93 -2.54 -4.45
H25 -4.13 -0.10 -4.20
H26 -2.70 -0.83 -3.45
H27 -3.43 -0.54 -1.52
H28 -6.00 -1.58 -4.47
C9 -0.22 -2.24 4.26
C10 -1.58 -2.89 4.18
C11 -1.78 -4.17 5.09
O22 -3.11 -4.80 5.00
C12 -3.14 -5.97 5.77
N2 -2.51 -1.85 4.63
H29 -0.24 -1.28 3.75
H30 0.45 -2.95 3.76
H31 0.09 -2.18 5.30
H32 -1.83 -3.15 3.15
H33 -1.48 -3.93 6.12
H34 -1.03 -4.85 4.69
H35 -2.55 -6.75 5.30
H36 -4.12 -6.45 5.81
H37 -2.83 -5.83 6.81
H38 -3.32 -2.42 4.82
H39 -2.86 -1.32 3.84
C13 -3.16 2.98 3.23
C14 -2.59 1.54 3.18
C15 -3.24 0.77 2.05
O23 -2.68 -0.56 2.08
C16 -3.43 -1.58 1.45
N3 -1.22 1.43 3.13
H40 -3.15 3.45 2.24
H41 -2.62 3.64 3.91
H42 -4.18 3.03 3.60
H43 -2.85 1.03 4.11
H44 -3.04 1.19 1.07
H45 -4.31 0.80 2.22
H46 -4.20 -2.00 2.10
H47 -2.80 -2.41 1.13
H48 -3.91 -1.15 0.57
H49 -1.11 0.44 2.95
H50 -0.81 1.83 2.30
C17 1.87 3.73 2.23
C18 2.57 4.62 1.18
C19 3.23 5.79 1.86
O24 4.35 5.44 2.74
C20 4.74 6.38 3.65
N4 3.62 3.79 0.53
H51 2.62 3.31 2.90
H52 1.52 2.79 1.82
H53 0.98 4.06 2.77
H54 1.81 5.02 0.50
H55 2.49 6.32 2.47
H56 3.66 6.46 1.12
H57 3.99 6.45 4.43
H58 4.97 7.35 3.22
H59 5.61 5.91 4.11
H60 3.63 4.05 -0.44
H61 4.49 4.26 0.74

Atom charges from the Löwdin analysis, given in e for atoms 1 to 8: 1.74, -0.67, 0.14, 0.18, 0.12, 0.58, -0.26, -0.33

2.
Formula: C25H30CdF4N8O2
Source: the OMol25 dataset
Level of theory: the ωB97M-V functional and the def2-TZVPD basis

Computed properties:
E_HOMO (hartree): -0.26234
Lowest unoccupied orbital energy (eV): 0.20
Multiplicity: 1
Energy relative to the best compared isomer or geometry (same formula, charge and spin) (kJ/mol): 0.0
Kohn-Sham gap (eV): 7.334

Geometry (Å):
Cd1 0.11 -0.39 0.00
C1 1.95 -3.62 1.15
C2 2.69 -2.31 0.97
N1 2.32 -1.57 -0.24
C3 2.48 -2.40 -1.45
C4 1.20 -3.05 -1.95
C5 3.16 -0.37 -0.35
C6 2.98 0.62 0.79
N2 1.58 0.93 1.01
C7 1.25 1.75 2.02
C8 -0.09 2.20 2.14
F1 -0.98 1.85 1.13
C9 -0.56 3.02 3.13
F2 -1.87 3.36 3.11
C10 0.26 3.51 4.13
C11 1.59 3.14 4.02
F3 2.47 3.60 4.94
C12 2.08 2.32 3.02
F4 3.42 2.09 3.05
H1 2.18 -4.03 2.13
H2 2.24 -4.35 0.41
H3 0.87 -3.47 1.10
H4 3.77 -2.50 0.95
H5 2.49 -1.66 1.83
H6 3.26 -3.15 -1.27
H7 2.86 -1.75 -2.24
H8 0.71 -3.65 -1.19
H9 1.43 -3.68 -2.80
H10 0.49 -2.29 -2.28
H11 2.90 0.12 -1.29
H12 4.22 -0.66 -0.41
H13 3.54 1.52 0.50
H14 3.47 0.24 1.69
H15 -0.09 4.15 4.92
N3 -2.74 1.87 -0.46
N4 -2.45 2.87 -1.39
C13 -1.36 2.79 -2.18
N5 -1.24 3.74 -3.11
N6 -0.54 1.78 -1.93
N7 0.49 1.53 -2.77
O1 1.08 0.49 -2.54
O2 0.82 2.27 -3.69
H16 -3.56 1.33 -0.73
H17 -2.79 2.24 0.48
H18 -3.10 3.63 -1.54
H19 -1.94 4.45 -3.23
H20 -0.42 3.69 -3.72
N8 -1.24 -0.98 2.44
C14 -1.35 -2.37 2.46
C15 -0.90 -3.09 3.56
C16 -0.92 -4.47 3.57
C17 -1.40 -5.16 2.47
C18 -1.87 -4.45 1.38
C19 -1.86 -3.05 1.34
C20 -2.41 -2.37 0.14
C21 -3.66 -2.82 -0.30
C22 -4.23 -2.35 -1.47
C23 -3.54 -1.42 -2.23
C24 -2.31 -0.95 -1.77
C25 -1.72 -1.38 -0.58
H21 -1.12 -0.56 3.35
H22 -1.95 -0.51 1.90
H23 -0.51 -2.54 4.42
H24 -0.55 -5.00 4.44
H25 -1.42 -6.24 2.46
H26 -2.24 -4.98 0.52
H27 -4.19 -3.56 0.29
H28 -5.20 -2.72 -1.79
H29 -3.94 -1.06 -3.16
H30 -1.80 -0.21 -2.38

Atom charges from the Löwdin analysis, given in e for atoms 1 to 8: 1.44, -0.08, -0.25, -0.24, -0.25, -0.09, -0.23, -0.26

3.
Formula: C4H10N2O
Source: the OMol25 dataset
Level of theory: the ωB97M-V functional and the def2-TZVPD basis

Computed properties:
E_HOMO (hartree): -0.30965
Lowest unoccupied orbital energy (eV): 0.90
Multiplicity: 1
Energy relative to the best compared isomer or geometry (same formula, charge and spin) (kJ/mol): 281.4
Structure (SMILES): [H]/N=C(/C)[C@H](O)CN
Kohn-Sham gap (eV): 9.329

Geometry (Å):
H1 -1.73 -0.91 -0.29
N1 -1.38 -0.83 0.66
C1 -0.13 -0.59 0.78
C2 0.59 -1.02 2.03
C3 0.51 0.63 0.08
O1 -0.18 1.81 0.37
C4 0.46 0.21 -1.40
N2 -0.80 0.48 -2.00
H2 0.01 -1.77 2.56
H3 1.57 -1.42 1.77
H4 0.73 -0.16 2.69
H5 1.55 0.76 0.39
H6 -1.13 1.57 0.38
H7 1.33 0.59 -1.95
H8 0.52 -0.96 -1.19
H9 -0.87 0.16 -2.96
H10 -1.07 1.46 -1.92

Atom charges from the Löwdin analysis, given in e for atoms 1 to 8: 0.05, 0.13, -0.40, -0.04, -0.36, -0.02, -0.25, 0.00

4.
Formula: H2O
Source: the OMol25 dataset
Level of theory: the ωB97M-V functional and the def2-TZVPD basis

Computed properties:
E_HOMO (hartree): -0.42699
Lowest unoccupied orbital energy (eV): 1.09
Multiplicity: 1
Energy relative to the best compared isomer or geometry (same formula, charge and spin) (kJ/mol): 0.1
Structure (SMILES): O
Kohn-Sham gap (eV): 12.709

Geometry (Å):
O1 0.25 0.03 0.30
H1 -0.55 -0.52 0.25
H2 0.30 0.49 -0.55

For each atom in turn, the Löwdin charge in e is: -0.07, 0.03, 0.03

Q: What is the formula in the second record?
A: C25H30CdF4N8O2

Q: The highest multiplicity belongs to which entry?
A: C20H61F8N4O24S4Y

Please write out number 4 again, unchanged.
Formula: H2O
Source: the OMol25 dataset
Level of theory: the ωB97M-V functional and the def2-TZVPD basis

Computed properties:
E_HOMO (hartree): -0.42699
Lowest unoccupied orbital energy (eV): 1.09
Multiplicity: 1
Energy relative to the best compared isomer or geometry (same formula, charge and spin) (kJ/mol): 0.1
Structure (SMILES): O
Kohn-Sham gap (eV): 12.709

Geometry (Å):
O1 0.25 0.03 0.30
H1 -0.55 -0.52 0.25
H2 0.30 0.49 -0.55

For each atom in turn, the Löwdin charge in e is: -0.07, 0.03, 0.03